[1]
{
  "formula": "C12H21N5O3",
  "method": "the ωB97M-V functional and the def2-TZVPD basis",
  "elements": ["N", "C", "C", "C", "C", "C", "N", "C", "O", "N", "C", "C", "C", "C", "N", "C", "N", "C", "O", "O", "H", "H", "H", "H", "H", "H", "H", "H", "H", "H", "H", "H", "H", "H", "H", "H", "H", "H", "H", "H", "H"],
  "coordinates": [[2.8861, 0.7763, -1.8032], [3.1738, -0.5694, -1.2594], [2.0595, -1.4241, -0.6298], [1.5731, -1.1452, 0.7493], [0.8639, -2.3399, 1.4104], [-0.5564, -2.5530, 0.9566], [-0.5616, -2.8966, -0.5734], [-1.3740, -1.3023, 1.1909], [-1.7858, -0.9223, 2.3151], [-1.5637, -0.5311, 0.0886], [-2.4223, 0.6986, -0.0401], [-1.6866, 1.9049, -0.6433], [-0.5240, 2.4668, 0.0827], [-0.4250, 3.2340, 1.1998], [0.9428, 3.6474, 1.3271], [1.5955, 2.9747, 0.3382], [0.8282, 2.2946, -0.4622], [-3.5489, 0.2812, -0.9165], [-3.5234, -0.4933, -1.8192], [-4.6645, 1.0205, -0.4889], [2.0003, 1.0417, -1.3254], [2.5681, 0.6848, -2.7651], [3.4895, -1.0947, -2.0813], [4.0036, -0.5389, -0.5654], [2.5407, -2.4100, -0.5312], [1.2380, -1.4952, -1.3603], [2.4411, -0.9286, 1.4378], [1.0294, -0.1756, 0.9239], [1.5039, -3.2701, 1.4542], [0.7073, -2.0996, 2.4923], [-1.0105, -3.3582, 1.5066], [-1.4200, -3.3120, -0.9178], [0.1021, -3.6593, -0.5831], [-1.2210, -0.8963, -0.8118], [-2.8451, 0.9106, 0.9353], [-1.4069, 1.5452, -1.6309], [-2.4535, 2.6613, -0.8396], [-1.0021, 3.4427, 2.0801], [1.2141, 4.0117, 2.2415], [2.7052, 3.1114, 0.2599], [-5.4707, 0.7077, -0.9426]],
  "gap_ev": 9.42,
  "e_homo_ev": -8.8,
  "e_above_lowest_kcal_mol": 42.40,
  "smiles": "NCCCC[C@H](N)C(=O)N[C@@H](Cc1c[nH]cn1)C(=O)O",
  "multiplicity": 1
}

---

[2]
{
  "formula": "C12H21NO6S",
  "method": "the ωB97M-V functional and the def2-TZVPD basis",
  "elements": ["C", "C", "C", "C", "C", "C", "C", "O", "S", "O", "O", "O", "C", "N", "C", "C", "O", "C", "C", "O", "H", "H", "H", "H", "H", "H", "H", "H", "H", "H", "H", "H", "H", "H", "H", "H", "H", "H", "H", "H", "H"],
  "coordinates": [[2.8825, -2.0155, -0.3774], [2.9999, -0.9084, 0.8602], [3.9119, 0.4024, 0.4896], [3.0545, 1.7492, 0.0906], [1.8439, 2.1115, 1.1358], [0.3306, 1.9882, 0.5177], [0.1083, 0.7605, -0.5444], [-0.4098, 1.3781, -1.7975], [-0.7265, -0.0696, -2.7079], [0.5457, -0.1194, -3.6084], [-1.9748, -0.0403, -3.6226], [-0.8683, -1.2750, -1.4623], [-0.9965, -0.4125, -0.2407], [-2.4812, -0.0845, -0.2855], [-3.2011, -1.4352, -0.2947], [-4.2685, -1.8876, -1.5001], [-3.0498, -2.3664, 0.6878], [-2.9191, 0.7803, 0.8759], [-2.8253, 0.3473, 2.4682], [-3.4060, 2.0029, 0.5891], [1.8990, -1.8444, -1.0238], [2.7612, -3.1147, 0.0718], [3.8002, -1.9427, -1.1116], [1.8998, -0.6768, 1.1848], [3.5220, -1.4824, 1.7515], [4.6926, 0.6544, 1.3569], [4.5918, 0.0885, -0.4385], [2.7192, 1.6278, -1.0309], [3.8312, 2.6556, 0.0915], [1.9824, 1.4875, 2.1436], [2.0052, 3.2514, 1.4488], [0.0049, 2.9821, -0.0144], [-0.4010, 1.8394, 1.4397], [1.0199, 0.1492, -0.9498], [-0.7117, -1.2024, 0.6039], [-5.2332, -2.3325, -0.9783], [-3.8339, -2.7615, -2.1735], [-4.5865, -0.9772, -2.1660], [-3.3166, 1.1843, 3.1320], [-3.5035, -0.6227, 2.6182], [-1.6934, 0.1316, 2.7707]],
  "gap_ev": 9.97,
  "e_homo_ev": -10.7,
  "smiles": "CCCCCC[C@@H]1OS(=O)(=O)O[C@@H]1N(C(C)=O)C(C)=O",
  "multiplicity": 1
}

---

[3]
{
  "formula": "C12H22AsBrN2O2STi",
  "method": "the ωB97M-V functional and the def2-TZVPD basis",
  "elements": ["Ti", "N", "C", "C", "C", "O", "O", "H", "H", "H", "H", "H", "H", "C", "C", "C", "C", "C", "Br", "N", "C", "H", "H", "H", "H", "H", "H", "C", "As", "C", "C", "S", "H", "H", "H", "H", "H", "H", "H", "H", "H", "H"],
  "coordinates": [[-0.4211, -0.9712, -0.6618], [-1.1454, 0.4759, 0.5923], [-1.9980, 0.3409, 1.7288], [-1.6298, -0.9706, 2.4017], [-1.9309, -2.1499, 1.4652], [-2.9567, -2.8226, 1.7900], [-1.1060, -2.3501, 0.5241], [-0.1297, 1.1040, 0.7284], [-1.3868, 1.4139, -0.3189], [-3.0456, 0.3264, 1.4109], [-1.8634, 1.1818, 2.4156], [-2.2054, -1.0805, 3.3286], [-0.5693, -0.9943, 2.6829], [-3.2723, 2.7994, -3.8484], [-2.0903, 1.9281, -3.5658], [-0.9942, 1.8689, -4.4271], [0.0797, 1.0397, -4.1137], [0.0114, 0.3004, -2.9451], [1.3983, -0.8386, -2.4382], [-1.0179, 0.3272, -2.0929], [-2.0476, 1.1397, -2.4196], [-3.1478, 3.3519, -4.7855], [-3.4051, 3.5295, -3.0437], [-4.1783, 2.1911, -3.9355], [-0.9685, 2.4611, -5.3381], [0.9411, 0.9785, -4.7687], [-2.8687, 1.1391, -1.7067], [4.3923, -1.4263, 1.0665], [2.8037, -0.9712, 2.1340], [2.8354, 0.8561, 2.8623], [2.3190, -2.3434, 3.4579], [1.3949, -0.9712, 0.9126], [5.2838, -1.4474, 1.7261], [4.5376, -0.6639, 0.2737], [4.2535, -2.4239, 0.6014], [3.6548, 0.9407, 3.6051], [1.8661, 1.0761, 3.3551], [3.0066, 1.5805, 2.0397], [3.1145, -2.4070, 4.2283], [2.2148, -3.3258, 2.9530], [1.3583, -2.0702, 3.9408], [-1.0867, -2.1237, -1.8143]],
  "gap_ev": 6.99,
  "e_homo_ev": -14.9,
  "e_above_lowest_kcal_mol": 5.66,
  "charge": 2,
  "multiplicity": 1
}

---

[4]
{
  "formula": "C12H22BBr6N2O14",
  "method": "the ωB97M-V functional and the def2-TZVPD basis",
  "elements": ["N", "H", "H", "H", "H", "N", "H", "H", "H", "H", "O", "C", "O", "B", "O", "C", "O", "O", "C", "O", "C", "O", "O", "O", "C", "O", "O", "H", "O", "C", "O", "O", "H", "Br", "C", "C", "Br", "H", "H", "H", "H", "Br", "C", "C", "Br", "H", "H", "H", "H", "Br", "C", "C", "Br", "H", "H", "H", "H"],
  "coordinates": [[-8.5414, -28.9966, -2.0551], [-8.9949, -28.2069, -1.6181], [-8.7247, -29.8763, -1.5940], [-7.5442, -28.8947, -1.9312], [-8.7554, -28.9302, -3.0399], [-13.0745, -25.9077, -5.6950], [-13.4901, -25.3352, -6.4159], [-13.0462, -25.3702, -4.8404], [-12.1530, -26.2819, -5.8709], [-13.7545, -26.6515, -5.6285], [-11.1027, -30.6496, 3.8718], [-11.9664, -30.1735, 3.1933], [-12.5954, -30.8809, 2.2330], [-13.6200, -30.0190, 1.5796], [-13.5870, -28.7856, 2.4165], [-12.6334, -28.8305, 3.3471], [-12.1944, -28.0712, 4.2612], [-14.9537, -30.5730, 1.4864], [-15.5028, -30.2114, 0.3790], [-16.6686, -30.2665, -0.0077], [-14.2902, -29.7657, -0.5131], [-13.2160, -29.7998, 0.1933], [-14.2962, -29.5811, -1.7206], [-11.8039, -22.7058, 0.4794], [-11.5524, -23.5980, -0.4414], [-12.0245, -23.3509, -1.5984], [-10.8480, -24.5525, -0.1951], [-12.2010, -22.0664, -0.1165], [-7.8333, -30.0980, -8.5601], [-8.2201, -30.1021, -7.2870], [-8.9197, -29.1337, -7.0020], [-7.8533, -30.9503, -6.4961], [-8.2359, -29.2533, -8.7746], [-17.9889, -31.3437, -14.5572], [-17.9642, -30.0502, -13.0327], [-16.5461, -29.8887, -12.5441], [-16.5668, -28.6762, -10.9745], [-18.7073, -30.4464, -12.3406], [-18.4421, -29.1192, -13.3373], [-15.9097, -29.4997, -13.3389], [-16.0531, -30.8501, -12.3999], [-12.5484, -15.9917, -10.2890], [-12.6395, -17.8352, -9.8132], [-13.9305, -18.5123, -10.2795], [-14.0298, -20.3180, -9.5065], [-12.5716, -17.8624, -8.7257], [-11.8808, -18.4359, -10.3149], [-13.9519, -18.6526, -11.3602], [-14.8173, -17.9781, -9.9382], [-6.0845, -22.2911, -3.7176], [-6.9865, -22.3881, -5.5485], [-5.9497, -22.1725, -6.6554], [-6.5443, -22.5203, -8.5502], [-7.8253, -21.6921, -5.5459], [-7.4287, -23.3833, -5.5944], [-5.0779, -22.8023, -6.4777], [-5.6388, -21.1366, -6.5201]],
  "gap_ev": 4.52,
  "e_homo_ev": -5.0,
  "e_above_lowest_kcal_mol": 188.12,
  "charge": -1,
  "multiplicity": 1
}

---

[5]
{
  "formula": "C12H22BrN4Zr",
  "method": "the ωB97M-V functional and the def2-TZVPD basis",
  "elements": ["Zr", "N", "C", "C", "N", "C", "C", "N", "C", "C", "N", "H", "H", "H", "H", "H", "H", "H", "H", "H", "H", "H", "H", "H", "H", "H", "H", "H", "H", "Br", "C", "C", "C", "C", "C", "C", "H", "H", "H", "H"],
  "coordinates": [[0.0190, 0.2441, -0.8479], [2.3210, 0.3148, -0.4642], [2.5318, 0.8815, 0.9066], [1.3183, 0.5977, 1.7792], [0.0430, 1.1072, 1.1445], [-0.0042, 2.6155, 1.0953], [-0.5019, 3.2165, -0.2257], [0.1509, 2.6195, -1.4353], [-1.1577, 0.4964, 1.8259], [-2.4372, 0.7664, 1.0508], [-2.2686, 0.3516, -0.3850], [2.6400, -0.6561, -0.4761], [2.9416, 0.7974, -1.1159], [2.7104, 1.9534, 0.8002], [3.4236, 0.4568, 1.3735], [1.4359, 1.0526, 2.7677], [1.1941, -0.4817, 1.9294], [1.0012, 2.9772, 1.3090], [-0.6425, 2.9644, 1.9117], [-0.3079, 4.2918, -0.1867], [-1.5806, 3.0984, -0.3481], [1.0882, 3.0114, -1.5396], [-0.3433, 2.9703, -2.2579], [-1.2337, 0.8978, 2.8419], [-0.9702, -0.5816, 1.9097], [-2.6958, 1.8259, 1.0718], [-3.2660, 0.2253, 1.5121], [-2.8993, 0.9111, -0.9617], [-2.6104, -0.6067, -0.4920], [-0.1030, -6.3000, -2.1764], [-0.0372, -4.5238, -1.6463], [0.0654, -4.2069, -0.2751], [0.1194, -2.8960, 0.1379], [0.0640, -1.8386, -0.8004], [-0.0249, -2.1869, -2.1668], [-0.0816, -3.4992, -2.5999], [0.1022, -5.0158, 0.4414], [0.2010, -2.6969, 1.2033], [-0.0514, -1.4127, -2.9602], [-0.1534, -3.7421, -3.6506]],
  "gap_ev": 6.08,
  "e_homo_ev": -17.8,
  "e_above_lowest_kcal_mol": 8.81,
  "charge": 3,
  "multiplicity": 1
}

---

[6]
{
  "formula": "C12H22ClNO7S",
  "method": "the ωB97M-V functional and the def2-TZVPD basis",
  "elements": ["C", "C", "O", "C", "N", "C", "C", "O", "C", "O", "C", "O", "O", "C", "C", "C", "C", "C", "S", "O", "O", "Cl", "H", "H", "H", "H", "H", "H", "H", "H", "H", "H", "H", "H", "H", "H", "H", "H", "H", "H", "H", "H", "H", "H"],
  "coordinates": [[-0.0352, -2.5708, 0.3406], [1.1652, -1.9997, 1.0714], [1.4334, -2.7567, 2.2445], [2.4146, -2.0596, 0.1848], [2.1072, -1.6602, -1.1954], [2.7685, -0.4388, -1.6459], [1.8369, 0.7526, -1.7836], [0.9297, 0.8942, -0.6924], [1.2116, 1.9855, 0.0784], [1.1582, 3.2575, -0.5490], [1.3682, 4.0949, 0.5318], [2.0998, 5.0647, 0.5592], [0.5961, 3.6209, 1.5260], [0.4995, 2.1489, 1.4279], [-0.9849, 1.8994, 1.5568], [-1.4726, 0.5387, 1.0159], [-2.5128, 0.7107, -0.0890], [-3.3723, -0.5565, -0.1377], [-3.8735, -0.8383, -1.8180], [-2.7603, -1.3620, -2.5262], [-4.4979, 0.3328, -2.3216], [-5.2904, -2.3060, -1.7077], [0.2481, -3.4653, -0.1919], [-0.4451, -1.8606, -0.3622], [-0.8294, -2.7788, 1.0548], [1.0349, -0.9531, 1.3432], [0.5964, -3.0413, 2.6050], [3.1707, -1.4212, 0.6351], [2.7778, -3.0810, 0.2352], [2.4342, -2.4157, -1.7720], [3.6158, -0.1617, -1.0184], [3.1850, -0.6333, -2.6272], [2.4168, 1.6522, -1.9541], [1.2302, 0.6025, -2.6673], [2.2765, 1.8824, 0.3637], [1.1076, 1.8357, 2.2578], [-1.5606, 2.6981, 1.1166], [-1.2140, 1.9227, 2.6147], [-0.6695, -0.1005, 0.6915], [-1.9793, 0.0130, 1.8196], [-2.0503, 0.8987, -1.0505], [-3.1477, 1.5567, 0.1374], [-2.7576, -1.3905, 0.1784], [-4.2295, -0.5115, 0.5200]],
  "gap_ev": 9.86,
  "e_homo_ev": -9.5,
  "smiles": "C[C@@H](O)CNCCO[C@H]1OC(=O)O[C@H]1CCCCS(=O)(=O)Cl",
  "multiplicity": 1
}

---

Repeat the third record exactly.
{
  "formula": "C12H22AsBrN2O2STi",
  "method": "the ωB97M-V functional and the def2-TZVPD basis",
  "elements": ["Ti", "N", "C", "C", "C", "O", "O", "H", "H", "H", "H", "H", "H", "C", "C", "C", "C", "C", "Br", "N", "C", "H", "H", "H", "H", "H", "H", "C", "As", "C", "C", "S", "H", "H", "H", "H", "H", "H", "H", "H", "H", "H"],
  "coordinates": [[-0.4211, -0.9712, -0.6618], [-1.1454, 0.4759, 0.5923], [-1.9980, 0.3409, 1.7288], [-1.6298, -0.9706, 2.4017], [-1.9309, -2.1499, 1.4652], [-2.9567, -2.8226, 1.7900], [-1.1060, -2.3501, 0.5241], [-0.1297, 1.1040, 0.7284], [-1.3868, 1.4139, -0.3189], [-3.0456, 0.3264, 1.4109], [-1.8634, 1.1818, 2.4156], [-2.2054, -1.0805, 3.3286], [-0.5693, -0.9943, 2.6829], [-3.2723, 2.7994, -3.8484], [-2.0903, 1.9281, -3.5658], [-0.9942, 1.8689, -4.4271], [0.0797, 1.0397, -4.1137], [0.0114, 0.3004, -2.9451], [1.3983, -0.8386, -2.4382], [-1.0179, 0.3272, -2.0929], [-2.0476, 1.1397, -2.4196], [-3.1478, 3.3519, -4.7855], [-3.4051, 3.5295, -3.0437], [-4.1783, 2.1911, -3.9355], [-0.9685, 2.4611, -5.3381], [0.9411, 0.9785, -4.7687], [-2.8687, 1.1391, -1.7067], [4.3923, -1.4263, 1.0665], [2.8037, -0.9712, 2.1340], [2.8354, 0.8561, 2.8623], [2.3190, -2.3434, 3.4579], [1.3949, -0.9712, 0.9126], [5.2838, -1.4474, 1.7261], [4.5376, -0.6639, 0.2737], [4.2535, -2.4239, 0.6014], [3.6548, 0.9407, 3.6051], [1.8661, 1.0761, 3.3551], [3.0066, 1.5805, 2.0397], [3.1145, -2.4070, 4.2283], [2.2148, -3.3258, 2.9530], [1.3583, -2.0702, 3.9408], [-1.0867, -2.1237, -1.8143]],
  "gap_ev": 6.99,
  "e_homo_ev": -14.9,
  "e_above_lowest_kcal_mol": 5.66,
  "charge": 2,
  "multiplicity": 1
}